One molecule with the formula C5H13N3 in a non-equilibrium geometry. Source: the OMol25 dataset; level of theory: the ωB97M-V functional and the def2-TZVPD basis.

Geometry as XYZ:
```
21
Properties=species:S:1:pos:R:3:nbo_charge:R:1
C 0.74 -1.89 -0.11 -0.602
C -0.82 0.11 0.41 0.415
N -1.59 1.14 -0.18 -0.893
N -1.73 -0.77 1.04 -0.892
C 0.15 -0.56 -0.61 -0.281
H -1.28 1.58 -1.04 0.382
H -2.55 1.32 0.09 0.392
H -1.81 -1.75 0.79 0.379
H -2.15 -0.54 1.94 0.389
H -0.46 -0.81 -1.50 0.224
H 0.04 -2.72 -0.28 0.206
H 1.67 -2.15 -0.63 0.214
H 0.98 -1.85 0.96 0.215
N 0.01 0.72 1.47 -0.926
C 1.28 0.32 -1.11 -0.167
C 1.53 1.64 -1.06 -0.403
H 0.91 0.37 1.79 0.374
H -0.22 1.64 1.85 0.383
H 1.94 -0.22 -1.80 0.191
H 1.03 2.35 -0.40 0.205
H 2.37 2.06 -1.60 0.197
```

Calculated values
- E_tot: -9864.8358 eV
- Energy relative to the best compared isomer or geometry (same formula, charge and spin): 35.29 kcal per mole
- LUMO: 1.07 eV
- Orbital gap: 8.91 eV
- SMILES string: C=C[C@@H](C)C(N)(N)N
- Charge: 0